Entry 1:
ORCA calculation (ωB97M-V with the def2-TZVPD basis set) on C23H26LuN3O as an isolated structure at a distorted geometry.

Computed properties:
relative energy (zero: lowest compared OMol25 entry of this formula, charge and spin) = 37.42 kcal/mol
2S+1 = 1

Geometry as XYZ:
```
54
C23H26LuN3O (ωB97M-V with the def2-TZVPD basis set)
Lu 0.02891 1.06874 0.42482
C 1.99072 2.35737 -0.51351
C 2.19635 2.32268 0.88424
C 1.16430 3.06963 1.49799
C 0.32745 3.57654 0.47787
C 0.83574 3.13749 -0.76247
H 2.65275 1.94974 -1.25846
H 3.05842 1.91258 1.38393
H 1.11108 3.32527 2.54375
H -0.50071 4.24793 0.61718
H 0.44895 3.39783 -1.73102
C -1.66220 -2.43047 -1.27009
C -0.72677 -1.60348 -0.42779
N -0.22078 -0.45318 -0.92156
N -1.02968 0.32335 -1.83022
C -1.85814 1.13723 -1.22123
O -1.93305 1.29549 0.10038
C -2.73748 1.99129 -2.06247
C -3.14476 3.22696 -1.57515
C -3.95572 4.04662 -2.34723
C -4.37430 3.62248 -3.60241
C -3.97725 2.37951 -4.08523
C -3.15652 1.56482 -3.31853
C -0.33068 -1.99464 0.82866
C -0.60828 -3.28129 1.38719
C -0.09707 -3.83244 2.50792
C 0.99598 -3.33507 3.35283
C 1.81405 -2.28904 3.18657
N 0.32049 -0.98605 1.67492
H -1.85346 -1.93519 -2.21735
H -2.61179 -2.59611 -0.75855
H -1.21735 -3.40755 -1.47516
H -2.83177 3.53329 -0.58309
H -4.26773 5.01216 -1.96632
H -5.01520 4.25699 -4.20172
H -4.30990 2.04438 -5.06025
H -2.82672 0.59880 -3.68599
H -1.33831 -3.87764 0.84731
H -0.50553 -4.79178 2.80301
H 1.18897 -3.94047 4.23409
H 2.58056 -2.12612 3.93957
C 2.57523 -2.97300 0.34338
C 2.64219 -1.54181 0.86978
C 4.09029 -1.18875 1.21254
C 1.74617 -1.26765 2.09043
H 3.29475 -3.09191 -0.47188
H 1.58698 -3.23620 -0.03627
H 2.83552 -3.68237 1.13336
H 2.29999 -0.87771 0.07434
H 4.46224 -1.83740 2.01476
H 4.19874 -0.15110 1.54180
H 4.73683 -1.33715 0.34484
H 2.10716 -0.33088 2.52021
H -0.19965 -1.00270 2.54622
```


Entry 2:
ORCA calculation (ωB97M-V with the def2-TZVPD basis set) on a single C23H26N2O2 molecule at a distorted geometry.

Computed properties:
relative energy (zero: lowest compared OMol25 entry of this formula, charge and spin) = 50.82 kcal/mol
SMILES = Cc1cc(C)c2oc(=O)cc(CN3CCN(Cc4ccccc4)CC3)c2c1
2S+1 = 1

Geometry as XYZ:
```
53
C23H26N2O2 (ωB97M-V with the def2-TZVPD basis set)
C -3.70748 -3.68961 -0.81428
C -3.71480 -2.20102 -0.64405
C -2.75672 -1.56338 0.11345
C -2.77035 -0.17202 0.26832
C -3.77732 0.56910 -0.36613
C -4.76330 -0.06584 -1.13711
C -4.71244 -1.43875 -1.25862
H -5.46486 -1.94055 -1.85025
C -5.82318 0.75952 -1.79398
H -6.51225 0.13283 -2.35296
H -6.37719 1.32182 -1.04420
H -5.36899 1.48360 -2.46826
O -3.85399 1.91870 -0.26984
C -2.95428 2.64683 0.45194
O -3.08296 3.84680 0.48254
C -1.90977 1.90151 1.12923
C -1.80618 0.55691 1.05706
C -0.72715 -0.17536 1.80622
N 0.07870 -0.99015 0.90979
C 0.96615 -1.91815 1.59375
C 2.20579 -1.23354 2.19130
N 2.95774 -0.46786 1.21326
C 2.07820 0.45966 0.51790
C 0.82937 -0.21722 -0.07054
H 0.16829 0.53278 -0.50809
H 1.12485 -0.91008 -0.86467
H 2.64503 0.94951 -0.27552
H 1.77636 1.22585 1.23922
C 3.78460 -1.26613 0.32352
C 4.78813 -0.39237 -0.38221
C 5.53341 0.52627 0.34735
C 6.46422 1.33166 -0.28148
C 6.66555 1.22498 -1.64816
C 5.92742 0.31296 -2.38133
C 4.99083 -0.48905 -1.75120
H 4.41462 -1.19771 -2.33039
H 6.07777 0.22672 -3.44769
H 7.39450 1.85216 -2.13991
H 7.03716 2.04385 0.29436
H 5.36385 0.60577 1.41027
H 4.32533 -1.98831 0.94556
H 3.20669 -1.83629 -0.42217
H 2.86395 -1.97925 2.64230
H 1.89434 -0.53820 2.97830
H 0.40694 -2.43422 2.37781
H 1.28221 -2.66238 0.85505
H -0.13989 0.55889 2.37920
H -1.20462 -0.85352 2.52249
H -1.21797 2.49942 1.70254
H -1.96714 -2.12753 0.58072
H -2.84286 -4.13142 -0.32684
H -4.60963 -4.12334 -0.38446
H -3.68506 -3.95068 -1.87108
```


Entry 3:
ORCA calculation (ωB97M-V with the def2-TZVPD basis set) on an isolated ion of composition C23H26N2O3 and charge +2 at a distorted geometry.

Computed properties:
net charge = +2
2S+1 = 1

Geometry as XYZ:
```
54
C23H26N2O3 (ωB97M-V with the def2-TZVPD basis set)
C 2.00694 5.58637 0.20412
C 1.52517 4.14102 0.53861
C 2.66956 3.24907 1.08205
N 2.34717 1.85475 0.67835
C 1.25045 1.31096 1.21534
C 0.82409 0.04947 0.88785
C 1.55912 -0.69508 -0.02148
C 1.15490 -2.06020 -0.47398
C 1.24339 -3.20509 0.29973
C 0.79876 -4.39033 -0.22995
N 0.28722 -4.48197 -1.45128
C -0.23611 -5.73963 -2.02633
C -1.80501 -5.79128 -1.85218
O -2.23272 -4.98437 -0.76443
C -2.82094 -3.79736 -1.14323
O -3.67651 -3.67508 -1.97646
C 0.22226 -3.38346 -2.22634
C 0.64207 -2.17023 -1.77733
C 2.72403 -0.12125 -0.55242
C 3.08228 1.14061 -0.17813
O 0.47736 4.20364 1.49164
C -0.81938 4.34399 0.88927
C -1.60792 3.06814 1.09621
C -2.16852 2.31400 0.08887
C -2.89683 1.16586 0.34463
C -3.04815 0.74339 1.64619
C -2.47310 1.46761 2.68671
C -1.77622 2.61563 2.39951
H 1.45840 6.27140 0.85976
H 1.69226 5.84798 -0.81261
H 3.08047 5.73524 0.34710
H 1.12666 3.68348 -0.38156
H 2.78728 3.36511 2.16096
H 3.55779 3.54315 0.51611
H 0.66616 1.88097 1.93418
H -0.09459 -0.31302 1.34325
H 1.64574 -3.14241 1.30615
H 0.84836 -5.30912 0.35081
H 0.25828 -6.62974 -1.63680
H -0.06778 -5.67350 -3.10524
H -2.28825 -5.55422 -2.80415
H -2.04576 -6.83516 -1.62620
H -2.46720 -2.90786 -0.58184
H -0.17970 -3.44681 -3.23491
H 0.55543 -1.28885 -2.40584
H 3.29766 -0.72089 -1.25294
H 3.98763 1.57613 -0.59339
H -0.77548 4.68102 -0.15341
H -1.32272 5.14508 1.44890
H -2.04894 2.62106 -0.95133
H -3.34280 0.56570 -0.44409
H -3.61924 -0.14949 1.89415
H -2.61592 1.12974 3.71003
H -1.34714 3.16574 3.23733
```


Entry 4:
ORCA calculation (ωB97M-V with the def2-TZVPD basis set) on a 2-piece molecular cluster, C23H26N3O6 overall at a distorted geometry.

Computed properties:
net charge = -1
2S+1 = 1

Geometry as XYZ:
```
58
C23H26N3O6 (ωB97M-V with the def2-TZVPD basis set)
C -5.06672 1.26261 2.63729
C -3.98853 0.21719 2.63490
O -2.74174 0.73652 3.22952
C -1.79837 -0.17900 3.00838
N -0.47693 -0.01599 3.56359
N -0.16755 0.68312 4.53893
C 0.80698 1.75001 4.18171
O 1.17865 2.02513 3.06710
O 1.17875 2.32246 5.32389
C 2.32986 3.23583 5.18616
C 2.64684 3.78886 6.56192
O -1.96140 -1.18936 2.33902
H -6.03726 0.77732 2.47142
H -5.12186 1.82160 3.57699
H -4.92356 1.95891 1.80211
H -4.28190 -0.66699 3.21340
H -3.76708 -0.10782 1.61396
H 3.18988 2.66626 4.80224
H 2.09522 4.04116 4.47006
H 3.63672 4.26065 6.56277
H 1.92291 4.55944 6.85297
H 2.65102 3.00882 7.33418
C -3.94593 -0.17211 6.96815
C -2.57183 0.28166 7.39766
O -1.91118 -0.87911 7.92516
C -0.65530 -0.56931 8.32923
C 0.09434 -1.83196 8.47075
N 1.37409 -1.88924 8.34508
C 2.08352 -2.98996 8.04234
C 3.40197 -3.07544 8.61009
C 4.45766 -3.79264 7.98847
C 5.74233 -3.71655 8.53947
C 5.97267 -2.94586 9.68456
C 4.93028 -2.22410 10.28419
C 3.64626 -2.28005 9.74024
C 1.57515 -3.98972 7.11473
C 1.97270 -5.35297 7.13742
C 1.39216 -6.24583 6.23224
C 0.44953 -5.79792 5.29496
C 0.09586 -4.44194 5.23988
C 0.64470 -3.54809 6.15921
O -0.22590 0.56336 8.45302
H -4.46593 0.63603 6.43474
H -3.86352 -1.05210 6.30931
H -4.55594 -0.44852 7.84436
H -1.98056 0.66142 6.54933
H -2.61811 1.06309 8.16723
H -0.52873 -2.73026 8.57975
H 4.27276 -4.35603 7.07012
H 6.55986 -4.25659 8.05463
H 6.98259 -2.89378 10.11496
H 5.09268 -1.59827 11.16214
H 2.82524 -1.69208 10.15414
H 2.73784 -5.69647 7.83887
H 1.69517 -7.29609 6.24930
H -0.01781 -6.50990 4.59898
H -0.59609 -4.04936 4.49295
H 0.38669 -2.48716 6.11354
```


Entry 5:
ORCA calculation (ωB97M-V with the def2-TZVPD basis set) on a single C23H26N4O2S molecule at a distorted geometry.

Computed properties:
relative energy (zero: lowest compared OMol25 entry of this formula, charge and spin) = 497.97 kcal/mol
2S+1 = 1

Geometry as XYZ:
```
56
C23H26N4O2S (ωB97M-V with the def2-TZVPD basis set)
C -2.58579 0.38262 1.90023
H -2.52341 -0.24548 1.02211
H -3.26924 0.15952 2.46453
H -1.58913 0.49595 2.44220
C -2.85872 2.03670 1.45475
N -1.87677 2.15065 0.49298
C -2.23270 2.39187 -0.73608
O -3.08680 2.62647 -1.33455
C -0.70941 2.80523 -1.66211
N -0.12488 1.58661 -1.95609
C 1.12768 0.90852 -1.29717
N 1.60860 -0.08552 -1.66913
C 0.56710 -0.19645 -2.71284
C 0.69042 -1.54529 -3.71008
C -0.23279 -1.42212 -4.61159
C -1.34218 -0.63585 -4.70067
C -1.46726 0.61778 -3.88257
C -0.41593 0.57340 -2.88451
H -1.98876 1.35643 -4.16477
H -2.03303 -0.74407 -5.55913
H -0.24609 -2.30483 -5.27168
H 1.41909 -2.46100 -3.48776
S 1.65532 1.76176 0.10191
C 3.07016 0.71249 0.50717
H 3.52178 0.32930 -0.42977
C 3.02338 0.23625 1.76100
O 3.35943 0.86921 2.90680
N 2.57127 -1.04549 1.80275
C 2.27836 -1.75733 3.27965
C 0.79531 -1.71879 3.61369
C 0.10537 -2.22592 2.45967
C -1.20829 -2.57468 2.84611
C -2.10465 -3.14796 1.74140
C -1.73655 -3.02050 0.55830
C -0.43290 -2.62043 0.24871
C 0.55118 -2.32436 1.06561
C 1.94561 -1.62172 0.83049
H 1.66419 -1.42605 -0.10877
H 2.48450 -2.70472 0.66699
H 0.02775 -2.79618 -0.80134
H -2.49578 -3.49046 -0.36217
H -3.14377 -3.75472 2.09619
H -1.63491 -2.72244 3.92968
H 0.46496 -0.64265 3.99616
H 0.89037 -2.31911 4.58599
H 2.63512 -2.58623 2.99417
H 2.81754 -1.06136 3.89744
H 3.75465 1.71219 0.49432
H -0.03260 3.50332 -1.23514
H -1.04379 3.07448 -2.57922
H -0.79215 2.17170 0.68101
C -2.80784 2.90097 2.44255
H -3.60193 2.74189 3.01393
H -3.21659 3.83930 2.03609
H -2.06708 2.90059 2.92832
H -3.84447 1.60314 0.74661
```


Entry 6:
ORCA calculation (ωB97M-V with the def2-TZVPD basis set) on a single C23H26N4O4 molecule at a distorted geometry.

Computed properties:
relative energy (zero: lowest compared OMol25 entry of this formula, charge and spin) = 13.26 kcal/mol
SMILES = CNC(=O)[C@@H](Cc1c[nH]c2ccccc12)NC(=O)[C@@H](Cc1ccc(O)cc1)NC(C)=O
2S+1 = 1

Geometry as XYZ:
```
57
C23H26N4O4 (ωB97M-V with the def2-TZVPD basis set)
O 0.20785 2.47618 -0.23973
O -1.60948 0.65474 -4.57304
O -3.44922 0.77992 -0.80850
O 0.13132 -4.04955 3.51190
C 0.41632 1.94945 0.85057
C -1.34702 0.89726 -3.38808
C -2.30610 0.70403 -0.31470
C 1.92898 -0.07227 -3.14846
C 1.08906 -0.71959 -2.30557
C 2.48757 -1.36538 1.30233
C 3.72798 -0.74379 1.09045
C -1.41739 -3.05036 2.02529
C -0.74550 -1.92742 4.09007
C 1.53383 -1.38068 0.25688
C 4.04530 -0.15810 -0.16434
C -2.18428 -1.92774 1.66238
C -1.45805 -0.77491 3.73256
C -0.66271 -3.00080 3.21483
C 1.81417 -0.79001 -1.03664
C 3.11383 -0.18404 -1.20328
C -2.16877 -0.80604 2.48551
N 3.12550 0.21441 -2.51861
N -0.95501 2.09915 -2.99938
N -1.33898 0.11222 -1.00941
N -0.58380 1.32870 1.48460
C 1.77415 2.01992 1.45693
C -1.00005 3.29576 -3.86767
C -0.29185 -1.22931 -2.67956
C -2.79651 0.50437 2.07950
C -1.44344 -0.28252 -2.41803
C -1.99719 1.32412 1.04234
H 0.35969 -4.09595 4.46277
H 1.63568 0.20857 -4.17376
H 2.25761 -1.82990 2.25515
H 4.49446 -0.82811 1.80919
H -1.36244 -3.89004 1.34077
H -0.15326 -1.94425 4.99838
H 0.60294 -1.88777 0.38861
H 5.05641 0.14252 -0.31905
H -2.68880 -1.95602 0.72426
H -1.44927 0.11567 4.38453
H 3.91778 0.57503 -2.99800
H -0.66710 2.25988 -2.03556
H -0.42470 0.06808 -0.61043
H -0.33487 0.90251 2.35603
H 2.49967 1.84144 0.69346
H 1.90677 2.98263 1.94749
H 1.90941 1.27438 2.25530
H -0.41074 4.09538 -3.41733
H -2.01576 3.63013 -3.97583
H -0.59911 3.05142 -4.85771
H -0.25144 -1.51422 -3.71971
H -0.43478 -2.16899 -2.15193
H -3.79399 0.35920 1.68047
H -2.92740 1.12963 2.93866
H -2.39972 -0.78077 -2.65437
H -2.36754 2.36181 1.06752
```


Entry 7:
ORCA calculation (ωB97M-V with the def2-TZVPD basis set) on a 2-piece molecular cluster, C23H26O3 overall at a distorted geometry.

Computed properties:
relative energy (zero: lowest compared OMol25 entry of this formula, charge and spin) = 70.84 kcal/mol
2S+1 = 1

Geometry as XYZ:
```
52
C23H26O3 (ωB97M-V with the def2-TZVPD basis set)
C 4.27680 2.11444 0.16673
C 3.70134 0.73781 0.43175
O 2.81496 0.72527 1.52476
C 2.26783 -0.52314 1.67732
C 1.33668 -0.65732 2.75363
C 0.64154 -1.83302 3.10163
C -0.32456 -1.78376 4.24438
O 0.77377 -2.90130 2.52151
O 2.55808 -1.45245 0.93411
H 4.96667 2.12575 -0.67888
H 3.48273 2.82919 -0.04394
H 4.81418 2.48404 1.03858
H 3.14231 0.35697 -0.43294
H 4.48510 0.00103 0.64914
H 1.15711 0.23428 3.32337
H -0.39375 -0.78727 4.68188
H -1.31666 -2.08173 3.90696
H -0.02464 -2.48407 5.02284
C 11.17261 1.74013 3.37098
C 9.84574 1.07085 3.37656
C 9.34370 0.46802 2.22740
C 8.16142 -0.23719 2.26378
C 7.43258 -0.36578 3.45797
C 6.30241 -1.24178 3.53321
C 5.49137 -1.32652 4.64793
C 4.63380 -2.36792 4.92548
C 3.92716 -2.48732 6.16341
C 3.48041 -3.74882 6.58934
C 2.84372 -3.90267 7.79522
C 2.60867 -2.80793 8.62138
C 1.87831 -2.98528 9.90377
C 3.03948 -1.55204 8.21202
C 3.69603 -1.39086 7.01683
C 7.92201 0.30971 4.59008
C 9.10458 1.00292 4.54958
H 11.41710 2.13336 4.35899
H 11.95651 1.03291 3.09675
H 11.19618 2.56912 2.66336
H 9.89883 0.54569 1.30632
H 7.79100 -0.71134 1.37324
H 6.15212 -1.94039 2.72838
H 5.60822 -0.57492 5.40460
H 4.57637 -3.18832 4.23120
H 3.68009 -4.60836 5.97301
H 2.52246 -4.87873 8.11700
H 1.73623 -2.03607 10.42157
H 0.89309 -3.41512 9.72352
H 2.42111 -3.65193 10.57363
H 2.84991 -0.69512 8.83725
H 4.00408 -0.40476 6.72081
H 7.39492 0.24621 5.52329
H 9.47836 1.48343 5.43936
```


Entry 8:
ORCA calculation (ωB97M-V with the def2-TZVPD basis set) on a single C23H26O7 molecule.

Computed properties:
relative energy (zero: lowest compared OMol25 entry of this formula, charge and spin) = 4.36 kcal/mol
SMILES = C=CCOC(=O)C1=C[C@H](c2coc3ccccc3c2=O)[C@@H](CCCO)[C@H](OCC)O1
2S+1 = 1

Geometry as XYZ:
```
56
C23H26O7 (ωB97M-V with the def2-TZVPD basis set)
C 3.71201 -0.57411 -6.51195
C 3.00594 0.10394 -5.62854
C 3.52962 0.54605 -4.29618
H 4.50674 0.10680 -4.08634
H 3.59201 1.64239 -4.27306
O 2.67420 0.11753 -3.23421
C 1.64916 0.90880 -2.92741
O 1.42132 1.97239 -3.45325
C 0.81832 0.34567 -1.83004
C -0.23261 1.02349 -1.35840
C -1.10586 0.48683 -0.27297
C -0.87780 1.18306 1.04911
C 0.14300 2.03640 1.25332
O 0.40678 2.67986 2.39496
C -0.40663 2.46551 3.45703
C -0.11654 3.13996 4.64477
C -0.92163 2.95600 5.74645
C -2.02228 2.10359 5.68504
C -2.30969 1.43723 4.51713
C -1.50751 1.60604 3.38409
C -1.81420 0.89439 2.13542
O -2.76742 0.13605 2.02559
H -3.15527 0.77110 4.43656
H -2.64636 1.96973 6.55519
H -0.69738 3.47817 6.66424
H 0.73852 3.79680 4.67254
H 0.86343 2.28009 0.48476
H -2.15606 0.65466 -0.53541
C -0.88531 -1.03524 -0.15491
C -1.57499 -1.80499 -1.29320
C -2.93425 -2.38994 -0.91115
H -2.82931 -2.98454 0.00040
H -3.26395 -3.05959 -1.70948
C -4.03007 -1.34052 -0.70010
O -5.30160 -1.93660 -0.55052
H -5.30609 -2.43272 0.27501
H -4.11413 -0.70643 -1.58691
H -3.79999 -0.71931 0.17219
H -1.68866 -1.15169 -2.16076
H -0.92778 -2.63099 -1.59854
C 0.62532 -1.30560 -0.17705
O 1.20516 -0.67587 0.92670
C 2.58599 -0.95147 1.12809
C 2.83162 -2.28210 1.83204
H 2.53356 -3.11789 1.20390
H 2.26386 -2.32145 2.75827
H 3.88944 -2.38109 2.05891
H 2.94072 -0.12712 1.75227
H 3.11162 -0.92241 0.16645
O 1.22177 -0.87815 -1.38509
H 0.82187 -2.38982 -0.15656
H -1.26269 -1.38106 0.80873
H -0.45420 1.98894 -1.78342
H 1.98186 0.38996 -5.82531
H 3.30344 -0.85821 -7.46606
H 4.73293 -0.86251 -6.32234
```


Values for molecular weight, g mol⁻¹, ordered as above
535.4; 362.5; 378.5; 440.5; 422.6; 422.5; 350.5; 414.5
Values for HOMO energy, eV, ordered as above
-6.9; -7.9; -14.3; -2.1; -7.5; -8.1; -5.9; -8.9